# 1
121
Properties=species:S:1:pos:R:3:forces:R:3 method="wB97M-V/def2-TZVPD" total_charge=-2 homo_energy_ev="-2.175 / -2.116" orbital_gap_ev="5.8066 / 5.6807" lumo_ev="3.63 / 3.56"
Rb -1.27045 -2.10179 1.13293 -0.821 0.909 -0.409
Br -3.17679 -0.40343 -2.25132 -0.008 0.004 -0.007
S 0.71709 -3.92248 3.00023 0.133 -0.126 0.168
F -1.12227 -5.80263 3.44490 0.130 -0.065 -0.076
F 0.21514 -6.24705 1.79716 0.002 -0.052 0.105
F 0.90590 -6.44703 3.84082 -0.129 0.012 -0.083
O 0.62720 -2.60546 -1.49570 0.050 0.030 0.050
O 2.01078 -3.97945 3.64615 0.008 0.032 -0.037
O -0.31530 -3.20586 3.71715 0.096 -0.059 0.089
O 0.76298 -3.59766 1.58203 0.709 -0.534 0.182
O -3.20697 -4.20339 1.34525 -0.112 -0.250 -0.219
O -4.10001 -6.04548 0.37769 -0.047 0.102 0.080
O -1.71262 0.98242 0.63503 -0.063 -0.068 0.155
N -2.81213 3.19100 4.49608 0.058 0.078 -0.022
N -2.05616 1.20597 4.05643 0.002 -0.077 0.084
N 0.28578 -0.01347 -0.86412 0.087 -0.032 -0.069
N 0.89726 2.09133 2.32989 0.046 -0.036 0.120
N -3.63350 -2.80886 -0.98356 -0.071 0.058 -0.030
N -3.92224 2.43580 4.37644 0.093 -0.063 0.089
N 1.76643 -0.77899 2.31637 -0.014 0.015 -0.035
N -6.41644 -0.95163 3.89675 0.022 0.006 -0.008
N -3.67172 -1.01461 3.36974 -0.047 -0.154 -0.013
C -5.63281 0.09821 4.12388 0.010 -0.049 0.065
C -5.50366 -3.76597 -2.78891 0.009 -0.008 0.005
C 0.45342 2.09964 -2.05663 0.001 -0.001 0.040
C -1.26801 3.69931 -1.65580 -0.030 -0.036 -0.026
C 1.62873 -1.93784 -1.24570 -0.119 -0.042 0.010
C -3.78129 -4.84593 0.43687 0.133 0.016 0.047
C 3.28264 -4.01382 -1.06289 0.009 -0.009 -0.020
C -4.00655 -2.10944 -2.02877 0.041 -0.030 -0.013
C 2.06287 -4.93539 -1.18959 -0.002 0.012 -0.028
C 2.68696 0.34873 -1.06963 0.057 -0.017 0.041
C 2.69092 0.33252 2.44940 -0.057 0.026 -0.039
C -4.26461 0.06344 3.87096 0.029 0.088 -0.094
C 0.13488 -5.70183 3.01691 0.009 0.066 0.067
C -4.94139 -2.51229 -2.97009 0.017 0.004 0.007
C -5.11228 -4.53287 -1.70565 -0.020 -0.034 -0.033
C 4.91896 2.11309 -0.85608 -0.004 0.018 -0.015
C -0.11865 1.25045 -1.07139 -0.014 -0.043 -0.033
C -1.91488 2.93894 -0.72309 -0.079 -0.020 -0.088
C -4.00618 2.50429 0.75965 0.097 0.004 0.001
C -5.81302 -2.03249 3.40727 -0.013 0.057 -0.014
C 0.82650 5.59907 -2.82182 0.000 0.016 0.006
C -3.00542 4.76258 0.61090 0.023 -0.002 0.036
C -3.25673 3.46439 -0.17402 0.040 -0.009 0.044
C 1.72807 3.66422 -4.08410 0.015 -0.002 -0.005
C 6.08264 0.36149 -2.17863 0.002 -0.009 -0.003
C -4.44855 -2.07056 3.14100 -0.003 0.035 0.020
C 1.50966 -0.46401 -1.08792 -0.126 -0.023 0.019
C 5.98262 0.20604 0.31862 0.011 -0.008 0.030
C -3.41408 1.24340 4.11746 -0.038 -0.016 -0.066
C -1.30907 1.66653 -0.31508 0.120 0.099 -0.006
C 5.20654 0.61429 -0.94234 0.011 0.000 -0.020
C -4.19667 3.76384 -1.35450 -0.007 0.020 -0.005
C -4.17979 -4.01940 -0.81107 0.000 0.048 0.063
C 2.00434 1.52768 3.10400 -0.063 0.033 -0.100
C 4.26334 -4.39859 -2.18408 0.009 0.001 -0.010
C 3.92623 -0.20552 -1.06224 -0.034 0.038 -0.036
C 0.46762 4.23855 -3.43759 -0.004 -0.009 0.009
C 4.03154 -1.63844 -1.09630 -0.018 -0.029 -0.007
C -0.58233 4.44601 -4.53992 -0.006 0.000 -0.010
C 3.93250 -4.30351 0.30104 -0.013 0.007 0.022
C -0.08518 3.31749 -2.35419 -0.016 0.021 0.023
C 2.98754 -2.50558 -1.14494 0.001 0.011 0.042
C -1.71073 2.44466 4.29463 0.040 -0.086 -0.102
H -4.24623 1.56349 0.26595 0.013 -0.029 -0.036
H -3.78654 4.51941 -2.02907 -0.040 -0.023 0.021
H -1.71721 4.65004 -1.93043 0.034 -0.010 0.018
H 2.10587 4.36086 -4.83767 -0.001 -0.005 0.005
H 2.41636 -5.96842 -1.09130 -0.009 0.026 -0.002
H -2.88898 4.17863 4.64442 -0.008 0.088 0.000
H 2.04702 -1.43145 1.59395 0.012 -0.004 0.009
H 3.23591 -4.08324 1.11252 0.026 -0.002 -0.026
H -6.09046 0.99588 4.52195 -0.007 -0.009 -0.009
H -4.93948 2.98589 1.07550 0.037 -0.023 -0.023
H 2.51663 3.50325 -3.34483 -0.017 0.001 -0.012
H -5.49666 -5.52500 -1.51598 0.013 0.018 0.005
H 7.01720 0.92750 -2.10889 -0.013 -0.010 0.000
H 2.55341 1.41372 -0.93646 0.027 -0.041 0.007
H -6.23947 -4.13629 -3.49381 0.000 -0.004 -0.003
H 1.52582 2.71074 -4.57613 0.006 0.015 0.002
H -3.95211 5.16190 0.99058 0.018 -0.008 -0.003
H 4.83753 -3.70870 0.45103 0.001 -0.015 -0.002
H 6.25060 -0.85180 0.30555 -0.006 0.019 -0.006
H 3.61010 0.08282 3.00424 -0.001 0.011 0.047
H -5.15969 4.12795 -0.98179 0.025 -0.005 -0.007
H 1.69784 -1.31341 3.17467 -0.024 0.012 0.030
H 1.59553 5.47768 -2.05522 -0.017 0.004 -0.015
H -5.20199 -1.87121 -3.79937 -0.001 0.001 0.007
H -0.69691 2.81988 4.28887 -0.115 0.082 -0.036
H 5.86079 2.66381 -0.78289 -0.012 -0.005 -0.001
H 1.20541 6.28187 -3.58986 -0.007 -0.014 0.014
H 1.61542 1.22712 4.08208 -0.018 -0.011 0.013
H -0.04186 6.06575 -2.35233 0.022 -0.008 -0.010
H 5.03123 -2.05725 -1.03410 -0.015 0.013 -0.005
H 5.38275 0.38499 1.21323 0.018 -0.007 -0.021
H -4.37446 2.85398 -1.93238 0.000 0.016 0.011
H -2.34836 4.56429 1.46232 -0.010 0.000 -0.028
H -6.42966 -2.90055 3.20423 -0.005 0.011 0.019
H 2.74458 2.31518 3.28526 0.025 0.006 -0.001
H -3.41597 2.25900 1.63773 -0.028 0.021 -0.009
H 1.21490 2.28638 1.38429 0.009 0.076 0.000
H 1.28827 1.70673 -2.62142 -0.051 0.027 -0.014
H 2.99993 0.63681 1.44484 0.021 -0.039 0.053
H 4.31834 2.35404 0.02427 0.021 0.002 -0.010
H -1.49373 4.89853 -4.14440 0.014 -0.009 -0.002
H -0.19155 5.10180 -5.32552 -0.009 -0.012 0.016
H 5.55720 0.66762 -3.08632 0.012 -0.002 0.014
H 4.38514 2.47040 -1.74038 0.011 -0.013 0.021
H 1.56745 -4.82622 -2.15373 0.006 0.005 0.016
H 3.83635 -4.16722 -3.16320 0.006 -0.008 0.014
H -2.53321 5.52996 -0.00791 -0.004 -0.027 -0.003
H 6.90711 0.78711 0.39811 -0.013 -0.007 0.001
H 4.20456 -5.36174 0.36489 -0.007 0.011 -0.001
H -0.85443 3.48849 -4.98955 0.008 0.021 0.007
H 4.46292 -5.47360 -2.14278 -0.002 0.022 0.001
H 6.33278 -0.69680 -2.27775 0.001 0.026 -0.003
H 1.33090 -4.74615 -0.40979 0.004 0.005 -0.007
H 5.21976 -3.87742 -2.09839 -0.012 0.002 -0.003
H 0.18337 1.37607 2.20681 -0.089 -0.063 0.002
H -3.98862 -2.95574 2.71044 0.016 0.002 0.006

=====

# 2
77
Properties=species:S:1:pos:R:3:forces:R:3 method="wB97M-V/def2-TZVPD" total_charge=+4 homo_energy_ev="-18.807 / -18.807" spin_multiplicity=2 orbital_gap_ev="7.8977 / 7.1600" lumo_ev="-10.91 / -11.65"
As 1.86756 0.07472 -1.13598 -0.064 0.212 0.038
As -0.40368 -0.97967 0.78765 -0.012 0.208 0.052
As 0.57122 -5.91015 -1.43267 -0.011 -0.096 -0.140
Mn -0.02430 1.39802 -0.12092 -0.056 -0.055 0.184
O -0.39233 6.43444 4.91738 -0.157 -0.373 0.081
O -0.29732 3.24144 0.68173 -0.312 0.016 -0.246
O -1.72132 7.50556 6.51557 -0.022 0.047 0.099
O 0.87763 1.69644 1.63007 0.031 -0.588 -0.057
N -0.56309 2.33629 4.01142 0.044 0.006 -0.016
N -1.92651 1.29872 -0.86187 0.025 0.042 -0.342
N 0.11363 2.35498 -1.87234 -0.073 0.129 -0.202
C -0.86675 2.74347 5.23589 -0.023 0.036 0.088
C -4.29010 0.98454 -0.69589 -0.024 0.001 -0.027
C 0.74424 -1.24751 2.32756 -0.026 0.014 0.040
C 1.82735 -6.75129 -0.24788 0.001 0.063 0.078
C -3.02668 1.05322 -0.14276 0.074 -0.058 0.093
C -4.42864 1.16233 -2.06448 0.031 0.017 0.022
C -0.25680 -2.58454 -0.33282 -0.067 -0.078 0.065
C -0.50868 4.95337 4.62655 0.170 0.296 -0.112
C 1.17108 3.94877 -3.29135 -0.013 -0.027 0.019
C 1.10133 3.22108 -2.11871 0.036 -0.020 0.017
C -0.86864 2.89993 -3.97637 0.058 -0.011 0.114
C 0.13011 2.71691 1.74282 0.210 0.275 0.349
C 1.08725 -2.89252 -0.99742 -0.075 -0.006 -0.071
C -2.09286 -1.40863 1.64631 0.002 -0.072 -0.033
C -1.25532 -6.28905 -0.97883 -0.008 0.090 0.118
C 1.51961 -1.70918 -1.88041 0.054 -0.151 -0.070
C -0.20777 4.62309 3.32839 -0.150 -0.275 0.207
C -3.30818 1.49710 -2.80990 0.072 -0.014 0.113
C 2.17006 -3.24102 0.01368 0.132 -0.004 0.233
C -0.83379 4.08673 5.63049 0.021 -0.054 -0.161
C 0.92059 -4.07479 -2.00171 0.000 0.197 -0.030
C 3.41500 -0.02459 0.02497 0.072 -0.003 -0.002
C -2.08201 1.59666 -2.17206 -0.088 -0.013 -0.061
C 2.70304 0.78143 -2.73877 0.008 -0.121 0.000
C 0.19272 3.74956 -4.25452 0.023 0.016 0.010
C -0.89937 2.24752 -2.75381 0.038 0.010 -0.043
C -1.09260 6.96543 5.75983 0.040 0.163 -0.092
C -0.24406 3.24673 3.09918 0.125 0.253 -0.108
H 1.60767 -6.45245 0.77856 0.006 -0.012 -0.007
H 3.19763 1.72605 -2.53708 -0.004 0.029 0.010
H 3.16950 -0.29600 1.04686 0.040 0.033 -0.089
H 0.11652 -3.85825 -2.71066 -0.002 -0.072 0.011
H 0.78882 -2.30760 2.57469 -0.002 0.026 -0.002
H 1.97570 0.89754 -3.54035 0.018 0.021 0.005
H 0.77586 -1.53942 -2.66665 0.006 0.051 0.029
H -1.67767 2.79842 -4.68445 -0.029 -0.034 0.013
H -1.13611 1.98205 5.95686 0.008 0.009 0.017
H 1.84929 3.32791 -1.34100 0.009 0.000 -0.048
H 0.03565 5.34861 2.56595 0.021 0.010 -0.015
H -1.42567 -6.01497 0.06428 -0.018 -0.010 -0.009
H 0.27928 -0.70163 3.14849 0.022 0.001 -0.007
H 3.09117 -3.54241 -0.48812 0.004 -0.016 -0.017
H -5.39892 1.09183 -2.53730 -0.012 -0.008 0.000
H 1.69944 -7.82913 -0.34273 0.005 0.000 -0.034
H 1.86139 -4.05607 0.67320 -0.015 0.010 -0.056
H -0.56415 -3.39931 0.33218 0.046 0.006 -0.034
H -2.88050 0.93156 0.91956 -0.022 -0.077 0.053
H -1.91424 -5.72863 -1.63785 0.000 -0.019 -0.015
H -1.04023 4.37605 6.65286 -0.005 -0.008 0.025
H 4.13227 -0.73316 -0.39017 -0.019 0.021 0.012
H -1.94017 -2.35733 2.16322 -0.019 0.019 -0.017
H 3.86693 0.96764 0.03218 -0.010 -0.011 0.004
H 3.46143 0.05678 -3.03836 -0.027 0.024 -0.011
H 2.42071 -2.40316 0.66339 -0.033 -0.030 -0.076
H -2.90400 -1.51465 0.92983 0.003 0.024 0.003
H -1.03981 -2.47954 -1.09084 0.011 0.032 0.015
H -3.40049 1.72290 -3.86191 0.009 -0.003 -0.018
H 1.83696 -4.16403 -2.59101 0.009 -0.050 0.021
H -2.33800 -0.65503 2.39176 -0.013 0.030 -0.009
H 1.98101 4.64762 -3.44462 0.003 0.008 -0.004
H 2.84058 -6.46743 -0.52283 -0.009 -0.016 -0.017
H -1.42966 -7.35737 -1.09844 0.029 -0.011 -0.024
H -5.14571 0.79837 -0.06241 -0.002 -0.004 0.005
H 0.23071 4.28147 -5.19598 0.006 0.001 -0.002
H 1.74090 -0.84465 2.18240 -0.087 -0.057 0.042
H 2.45430 -1.95813 -2.39155 -0.016 0.011 0.039

=====

What are the calculated total energy values for these records? In order: -5987.72019 -9411.82388 a.u..
What are the relative energy (zero: lowest compared OMol25 entry of this formula, charge and spin) values for these records? In order: 0.647 0.000 eV.